Entry 1:
Molecular formula: C23H49I2N18O13PS
Method: DFT, ωB97M-V/def2-TZVPD

Values from the calculation:
spin multiplicity: 1

Last column: Mulliken charge in e.
Element x y z (Å)
C1 6.169 2.185 3.422  -0.485
C2 7.017 1.106 2.564  0.525
O1 7.941 1.499 1.814  -0.568
O2 6.590 -0.240 2.698  -0.281
C3 6.278 -0.852 1.426  -0.947
C4 5.090 -0.204 0.605  -0.399
C5 3.616 -0.665 0.904  0.382
C6 2.468 -0.364 -0.136  -0.136
S1 2.969 0.484 -1.716  -0.250
C7 0.977 -0.775 0.176  0.470
P1 -0.397 -0.393 -1.118  0.245
N1 -0.202 -1.682 -2.342  -0.412
O3 -0.164 1.155 -1.810  -0.491
C8 0.562 -1.487 1.516  0.375
C9 -0.936 -1.871 1.887  -0.925
I1 -1.237 -4.034 2.183  0.079
C10 -1.557 -0.965 3.116  -0.132
C11 -0.641 0.348 3.409  -0.719
I2 -2.015 -2.102 4.917  0.036
C12 1.710 -1.801 2.494  0.194
C13 3.184 -1.402 2.174  -0.278
C14 3.973 -1.932 3.421  0.284
O4 5.049 -2.487 3.668  -0.528
N2 2.960 -1.737 4.525  -0.462
C15 1.786 -2.471 3.936  0.443
O5 1.150 -3.377 4.491  -0.448
H1 6.691 2.465 4.402  0.332
H2 5.850 3.085 2.798  0.138
H3 5.186 1.665 3.739  0.098
H4 6.089 -1.987 1.490  0.422
H5 7.232 -0.756 0.779  0.420
H6 5.294 -0.432 -0.511  0.351
H7 5.103 0.952 0.654  0.307
H8 3.430 -0.459 -2.635  0.240
H9 -1.117 -2.176 -2.294  0.111
H10 -0.114 -1.274 -3.293  0.223
H11 0.126 1.093 -2.753  0.301
H12 -1.611 -1.616 0.986  0.111
H13 -2.565 -0.534 2.752  0.295
H14 -0.438 0.930 2.438  0.009
H15 0.347 0.099 3.915  0.184
H16 -1.315 1.042 4.039  0.434
H17 2.816 -0.713 4.408  0.396
C16 -5.665 -0.538 2.186  0.686
O6 -4.668 -0.632 2.889  -0.608
N3 -6.880 -0.995 2.576  -0.462
N4 -5.639 0.032 0.957  -0.232
H18 -7.709 -0.928 2.015  0.139
H19 -6.939 -1.426 3.484  0.238
H20 -4.748 0.386 0.632  0.077
H21 -6.444 0.119 0.365  0.182
C17 5.141 6.353 2.716  0.670
O7 4.962 5.401 3.461  -0.632
N5 5.788 7.477 3.110  -0.400
N6 4.708 6.368 1.431  -0.376
H22 5.945 8.270 2.515  0.158
H23 6.126 7.504 4.059  0.223
H24 4.222 5.550 1.101  0.210
H25 4.844 7.139 0.804  0.161
C18 -3.357 2.912 0.803  0.605
O8 -3.225 1.808 0.289  -0.708
N7 -2.362 3.521 1.491  -0.343
N8 -4.510 3.620 0.728  -0.314
H26 -2.451 4.425 1.920  0.167
H27 -1.489 3.026 1.569  0.222
H28 -5.274 3.201 0.225  0.187
H29 -4.637 4.528 1.143  0.124
C19 4.718 -2.376 -4.748  0.735
O9 4.737 -1.215 -4.363  -0.661
N9 4.955 -3.424 -3.922  -0.366
N10 4.457 -2.714 -6.035  -0.412
H30 4.943 -4.383 -4.218  0.162
H31 5.152 -3.213 -2.957  0.197
H32 4.276 -1.962 -6.680  0.214
H33 4.437 -3.659 -6.372  0.160
C20 -5.286 -3.903 -0.710  0.606
O10 -6.165 -3.215 -1.213  -0.695
N11 -5.271 -5.256 -0.810  -0.389
N12 -4.254 -3.376 -0.010  0.017
H34 -4.560 -5.838 -0.406  0.171
H35 -6.022 -5.687 -1.323  0.208
H36 -4.230 -2.373 0.087  0.005
H37 -3.522 -3.925 0.411  -0.011
C21 -1.348 -1.368 -5.795  0.578
O11 -0.337 -1.461 -5.110  -0.619
N13 -2.548 -1.847 -5.392  -0.317
N14 -1.352 -0.776 -7.014  -0.450
H38 -3.388 -1.781 -5.938  0.174
H39 -2.585 -2.295 -4.490  0.191
H40 -0.476 -0.407 -7.348  0.226
H41 -2.168 -0.689 -7.591  0.146
C22 -0.034 -5.047 -3.563  0.521
O12 -1.027 -4.840 -2.878  -0.617
N15 0.879 -4.085 -3.835  -0.037
N16 0.237 -6.261 -4.110  -0.397
H42 1.698 -4.234 -4.395  0.139
H43 0.711 -3.168 -3.444  0.222
H44 -0.420 -7.002 -3.930  0.235
H45 1.044 -6.452 -4.674  0.132
C23 -6.618 6.683 1.696  0.682
O13 -5.623 6.586 2.400  -0.644
N17 -7.835 6.229 2.083  -0.402
N18 -6.592 7.253 0.466  -0.388
H46 -8.663 6.299 1.520  0.163
H47 -7.897 5.798 2.991  0.223
H48 -5.706 7.604 0.141  0.220
H49 -7.397 7.342 -0.127  0.161


Entry 2:
Molecular formula: C4H9NO
Method: DFT, ωB97M-V/def2-TZVPD

Values from the calculation:
total charge: -1
ΔE to the lowest compared entry with this formula, charge and spin: 264.2 kJ/mol
spin multiplicity: 2

Last column: Mulliken charge in e.
Element x y z (Å)
C1 1.612 0.959 0.319  -0.938
C2 0.850 0.416 1.462  -0.439
C3 -0.481 -0.014 1.352  -0.505
C4 -0.928 -0.461 0.091  0.571
N1 -2.217 -1.139 0.123  -0.547
O1 -0.359 -0.424 -1.014  -0.708
H1 2.707 0.883 0.625  0.288
H2 0.923 1.581 -0.272  0.273
H3 1.261 -0.147 0.275  0.156
H4 1.519 0.228 2.300  0.279
H5 0.546 0.185 -3.748  -0.094
H6 1.261 0.193 -3.893  0.093
H7 -1.080 -0.186 2.216  0.186
H8 -2.821 -0.927 0.850  0.187
H9 -2.793 -1.147 -0.684  0.199


What electronic energy values result from the calculations? In sequence: -114412.6535, -7827.2074 eV.
What max |F| values result from the calculations? In sequence: 0.09039, 0.06889 hartree/bohr.